DFT (the ωB97M-V functional and the def2-TZVPD basis) results for one molecule with the formula C15H17N3O6.

Each line ends with the Mulliken charge.
Cartesian coordinates (Å):
C (-1.314, -1.656, -4.133)  -0.736
O (-1.970, -0.422, -3.920)  -0.490
C (-1.195, 0.568, -3.467)  0.067
C (-1.364, 1.864, -4.009)  -0.539
C (-0.656, 3.008, -3.517)  -0.617
C (0.220, 2.879, -2.456)  -0.757
C (0.468, 1.607, -1.956)  0.192
C (1.303, 1.123, -0.876)  -0.399
C (0.988, -0.204, -0.701)  0.747
C (1.619, -1.105, 0.297)  0.183
O (1.366, -2.317, 0.274)  -0.694
N (2.498, -0.584, 1.223)  0.014
C (3.107, -1.328, 2.243)  -0.805
N (2.243, -1.212, 3.406)  -0.128
C (2.273, -0.148, 4.257)  0.407
O (3.173, 0.658, 4.133)  -0.691
C (1.000, 0.187, 5.031)  -0.794
C (-0.063, 0.784, 4.100)  -0.466
N (0.131, 2.189, 3.778)  0.259
O (1.462, 2.789, 3.518)  -0.418
C (-0.989, 2.961, 3.553)  -0.087
O (-2.144, 2.486, 3.712)  -0.615
O (0.117, -0.603, -1.674)  -0.468
C (-0.260, 0.484, -2.413)  0.932
H (-1.782, -2.202, -4.983)  0.272
H (-1.325, -2.271, -3.234)  0.266
H (-0.271, -1.452, -4.427)  0.337
H (-2.100, 1.972, -4.816)  0.405
H (-0.872, 4.000, -3.911)  0.367
H (0.785, 3.668, -2.039)  0.481
H (1.946, 1.669, -0.178)  0.382
H (2.579, 0.418, 1.271)  0.179
H (4.151, -0.986, 2.442)  0.297
H (3.165, -2.388, 1.944)  0.382
H (1.433, -1.834, 3.413)  0.319
H (0.659, -0.739, 5.506)  0.428
H (1.217, 0.887, 5.823)  0.306
H (-1.026, 0.644, 4.605)  0.366
H (-0.148, 0.214, 3.157)  0.252
H (2.180, 2.135, 3.540)  0.400
H (-0.908, 3.951, 3.178)  0.464

The calculation puts the total energy at -1197.428583 a.u. Its SMILES is COc1cccc2cc(C(=O)NCNC(=O)CCN(O)C=O)oc12. The calculation puts the relative energy (zero: lowest compared OMol25 entry of this formula, charge and spin) at 22.7 kcal/mol. Its charge is 0.

***

DFT (the ωB97M-V functional and the def2-TZVPD basis) results for one molecule with the formula C5H8.

Each line ends with the Mulliken charge.
Cartesian coordinates (Å):
C (-0.644, -0.078, 0.722)  -0.098
C (0.441, -0.925, 1.064)  -0.781
C (0.616, -0.734, -1.419)  -0.864
C (0.033, 0.458, -1.304)  -0.120
C (-0.343, 1.174, 0.109)  -0.475
H (0.008, -0.460, 2.091)  0.274
H (-1.632, -0.526, 0.699)  0.346
H (1.455, -0.553, 0.971)  0.318
H (0.310, -2.001, 1.094)  0.329
H (0.804, -1.028, -2.461)  0.201
H (-0.344, 1.124, -2.084)  0.338
H (0.507, 1.723, 0.524)  0.229
H (-1.212, 1.825, -0.008)  0.305

The calculation puts the total energy at -195.083596 a.u. The calculation puts the relative energy (zero: lowest compared OMol25 entry of this formula, charge and spin) at 130.8 kcal/mol. Its charge is 0.

***

DFT (the ωB97M-V functional and the def2-TZVPD basis) results for a 3-piece molecular cluster, C3H14N2O2 overall.

Each line ends with the Mulliken charge.
Cartesian coordinates (Å):
C (-1.387, -1.957, -1.010)  -1.248
C (-0.488, -1.008, -0.239)  0.280
N (-0.897, 0.376, -0.351)  -0.515
C (0.988, -1.137, -0.643)  -0.815
N (1.822, -0.310, 0.298)  -0.500
H (-1.267, -1.806, -2.078)  0.298
H (-0.996, -2.984, -0.827)  0.328
H (-2.385, -2.156, -0.630)  0.343
H (-0.610, -1.303, 0.810)  0.243
H (-0.393, 0.995, -0.937)  0.206
H (-1.202, 0.833, 0.481)  0.214
H (1.093, -0.765, -1.661)  0.371
H (1.332, -2.151, -0.450)  0.409
H (2.444, -0.998, 0.698)  0.220
H (2.418, 0.354, -0.170)  0.181
O (-2.195, 1.533, 3.339)  -0.641
H (-2.460, 2.416, 3.105)  0.314
H (-3.003, 1.049, 3.543)  0.320
O (2.223, 3.062, -1.356)  -0.630
H (3.094, 2.748, -1.428)  0.299
H (1.867, 3.207, -0.495)  0.321

The calculation puts the total energy at -382.650182 a.u. Its SMILES is C[C@H](N)CN.O.O. The calculation puts the relative energy (zero: lowest compared OMol25 entry of this formula, charge and spin) at 31.1 kcal/mol. Its charge is 0.

***

DFT (the ωB97M-V functional and the def2-TZVPD basis) results for a 2-piece molecular cluster, CH6NPS overall.

Each line ends with the Mulliken charge.
Cartesian coordinates (Å):
H (2.249, -1.422, -0.813)  -0.123
H (2.538, -0.992, -1.355)  0.120
C (-0.328, -1.021, 0.978)  -0.559
P (-0.672, -1.306, -0.649)  0.037
S (-0.886, 0.716, -1.484)  -0.065
N (-0.896, 1.852, -0.265)  -0.502
H (-0.099, -1.771, 1.631)  0.329
H (-0.220, -0.026, 1.425)  0.228
H (-0.021, 2.225, 0.083)  0.254
H (-1.665, 1.744, 0.449)  0.280

The calculation puts the total energy at -835.909357 a.u. Its SMILES is [H][H].C=PSN. The calculation puts the relative energy (zero: lowest compared OMol25 entry of this formula, charge and spin) at 58.3 kcal/mol. Its charge is 0.

***

DFT (the ωB97M-V functional and the def2-TZVPD basis) results for C20H19ClIN4O4SZn as an isolated structure.

Each line ends with the Mulliken charge.
Cartesian coordinates (Å):
Zn (0.915, -0.637, 0.590)  0.095
O (4.492, -0.467, 2.446)  -0.654
Cl (3.143, -0.929, 2.576)  1.741
O (2.922, -1.539, 3.839)  -0.669
O (2.821, -1.826, 1.498)  -0.677
O (2.246, 0.225, 2.430)  -0.887
I (3.227, -0.418, -5.146)  0.067
C (3.330, 0.110, -3.110)  -0.246
C (4.278, 1.025, -2.685)  -0.119
C (4.283, 1.344, -1.334)  -1.193
C (3.345, 0.769, -0.499)  -0.066
N (2.438, -0.116, -0.924)  0.273
C (2.446, -0.454, -2.214)  -0.463
H (4.984, 1.467, -3.372)  0.401
H (5.010, 2.038, -0.936)  0.437
H (3.310, 1.024, 0.551)  0.445
H (1.724, -1.200, -2.520)  0.542
C (-2.480, -3.140, -0.947)  -1.256
C (-2.716, -2.675, 0.460)  1.129
C (-3.868, -3.015, 1.136)  -0.739
C (-4.097, -2.595, 2.447)  -0.743
C (-3.127, -1.812, 3.057)  -0.720
C (-1.952, -1.441, 2.421)  1.463
C (-0.961, -0.588, 3.153)  -1.115
C (-1.673, -1.871, 1.076)  0.211
N (-0.590, -1.625, 0.341)  -0.580
H (-3.291, -3.789, -1.290)  0.392
H (-1.526, -3.672, -1.003)  0.232
H (-2.387, -2.280, -1.618)  0.050
H (-4.610, -3.629, 0.628)  0.279
H (-5.006, -2.867, 2.971)  0.323
H (-3.294, -1.473, 4.078)  0.277
H (-1.397, -0.182, 4.068)  0.379
H (-0.637, 0.251, 2.529)  -0.036
H (-0.062, -1.152, 3.425)  0.178
N (0.892, 2.749, 1.987)  -0.325
C (0.265, 2.643, 0.803)  0.267
N (0.215, 1.586, 0.060)  0.558
C (-0.484, 1.806, -1.113)  -0.716
C (-0.788, 0.846, -2.071)  0.114
C (-1.503, 1.224, -3.195)  -0.978
C (-1.930, 2.538, -3.371)  -0.471
C (-1.665, 3.500, -2.409)  -0.460
C (-0.949, 3.120, -1.286)  0.624
S (-0.512, 4.083, 0.102)  -0.380
H (1.320, 1.917, 2.374)  0.301
H (0.668, 3.506, 2.602)  0.210
H (-0.509, -0.184, -1.885)  0.366
H (-1.749, 0.479, -3.941)  0.398
H (-2.499, 2.806, -4.252)  0.366
H (-2.010, 4.519, -2.527)  0.375

The calculation puts the total energy at -4228.746373 a.u. The calculation puts the relative energy (zero: lowest compared OMol25 entry of this formula, charge and spin) at 12.3 kcal/mol. Its charge is -1.

***

DFT (the ωB97M-V functional and the def2-TZVPD basis) results for a 3-piece molecular cluster, C22H34F2N2O7S overall.

Each line ends with the Mulliken charge.
Cartesian coordinates (Å):
C (-3.774, 0.783, -0.687)  -0.722
C (-3.842, -0.533, -0.514)  -0.252
C (-2.640, -1.446, -0.561)  -0.654
N (-1.619, -1.171, 0.459)  0.526
C (-0.269, -1.350, 0.156)  -0.035
O (0.260, -1.109, -0.896)  -0.619
C (0.393, -1.809, 1.415)  0.116
C (1.750, -2.052, 1.625)  0.249
N (2.696, -1.847, 0.608)  0.026
C (3.729, -2.881, 0.429)  -0.853
C (5.168, -2.382, 0.649)  -0.204
C (6.004, -3.227, 1.638)  -1.169
C (2.078, -2.454, 2.914)  1.166
F (3.357, -2.670, 3.215)  -0.303
C (1.143, -2.631, 3.937)  -0.234
O (1.643, -3.041, 5.129)  -0.573
C (-0.220, -2.400, 3.683)  0.079
S (-1.384, -2.698, 4.984)  1.153
O (-0.849, -3.656, 5.886)  -0.561
O (-2.695, -2.849, 4.486)  -0.536
F (-1.285, -1.306, 5.711)  -0.233
C (-0.567, -1.943, 2.407)  -0.377
C (-1.886, -1.494, 1.806)  0.217
O (-2.959, -1.347, 2.314)  -0.569
H (-4.627, 1.348, -1.036)  0.240
H (-2.838, 1.298, -0.495)  0.242
H (-4.795, -1.003, -0.290)  0.396
H (-2.146, -1.280, -1.518)  0.420
H (-2.938, -2.495, -0.516)  0.342
H (3.096, -0.917, 0.673)  0.017
H (3.645, -3.222, -0.606)  0.388
H (3.519, -3.751, 1.050)  0.444
H (5.138, -1.350, 1.008)  0.148
H (5.685, -2.346, -0.310)  0.493
H (6.932, -3.561, 1.180)  0.313
H (5.454, -4.119, 1.940)  0.314
H (6.215, -2.663, 2.545)  0.287
H (1.509, -2.360, 5.799)  0.348
C (-2.795, 3.823, -4.946)  -1.115
C (-2.991, 2.393, -4.469)  -0.278
O (-4.235, 2.161, -3.836)  -0.338
C (-5.389, 2.391, -4.623)  -0.333
C (-5.474, 1.520, -5.865)  -1.073
H (-2.948, 4.524, -4.124)  0.305
H (-1.784, 3.950, -5.334)  0.395
H (-3.491, 4.086, -5.743)  0.287
H (-2.241, 2.153, -3.715)  0.264
H (-2.843, 1.690, -5.296)  0.305
H (-5.468, 3.451, -4.892)  0.304
H (-6.230, 2.171, -3.965)  0.324
H (-4.679, 1.744, -6.578)  0.262
H (-6.427, 1.681, -6.370)  0.393
H (-5.394, 0.466, -5.596)  0.299
C (2.274, 2.257, 2.875)  -0.955
C (3.330, 2.223, 1.782)  -0.397
O (2.992, 1.396, 0.683)  -0.410
C (1.811, 1.754, -0.025)  0.004
C (1.848, 3.137, -0.650)  -1.416
H (2.038, 1.244, 3.209)  0.170
H (2.638, 2.832, 3.727)  0.423
H (1.348, 2.720, 2.534)  0.259
H (4.255, 1.806, 2.180)  0.348
H (3.562, 3.239, 1.442)  0.366
H (0.934, 1.648, 0.624)  0.209
H (1.712, 1.000, -0.804)  0.317
H (1.892, 3.928, 0.100)  0.318
H (0.951, 3.296, -1.249)  0.405
H (2.723, 3.240, -1.294)  0.328

The calculation puts the total energy at -2092.723121 a.u. Its SMILES is C=CCN1C(=O)c2c(NCCC)c(F)c(O)c(S(=O)(=O)F)c2C1=O.CCOCC.CCOCC. Its charge is 0.

***

DFT (the ωB97M-V functional and the def2-TZVPD basis) results for an isolated ion of composition C24H33N2O2 and charge +1.

Each line ends with the Mulliken charge.
Cartesian coordinates (Å):
C (5.842, 2.053, -0.804)  -0.926
C (5.176, 2.618, 0.447)  -0.274
O (4.561, 1.651, 1.274)  -0.393
C (3.280, 1.200, 0.886)  -0.128
C (2.693, 0.633, 2.211)  -1.758
N (1.367, 0.081, 2.233)  0.394
C (0.236, 0.909, 1.941)  -1.198
C (-0.295, 0.700, 0.511)  -0.251
N (-0.630, -0.726, 0.327)  0.144
C (-1.297, -1.018, -0.962)  -1.548
C (-2.725, -0.455, -1.068)  0.502
C (-3.426, -1.167, -2.233)  -1.722
C (-3.526, -0.651, 0.219)  0.614
O (-3.004, -1.163, 1.205)  -0.765
C (-4.922, -0.222, 0.239)  0.742
C (-5.436, 0.779, -0.594)  -0.115
C (-6.765, 1.138, -0.502)  -0.928
C (-7.603, 0.508, 0.408)  -0.383
C (-7.102, -0.476, 1.247)  -0.647
C (-5.771, -0.832, 1.171)  -0.482
C (0.571, -1.559, 0.542)  -0.039
C (1.120, -1.303, 1.957)  -1.109
C (3.341, 0.178, -0.225)  0.907
C (4.086, -0.985, -0.062)  -0.436
C (4.152, -1.924, -1.075)  -0.914
C (3.476, -1.715, -2.267)  -0.538
C (2.751, -0.549, -2.449)  -0.865
C (2.688, 0.394, -1.435)  -0.063
H (5.109, 1.683, -1.517)  0.186
H (6.427, 2.834, -1.282)  0.431
H (6.505, 1.235, -0.532)  0.249
H (4.445, 3.392, 0.170)  0.264
H (5.936, 3.072, 1.089)  0.370
H (2.672, 2.062, 0.552)  0.438
H (2.728, 1.457, 2.930)  0.325
H (3.384, -0.130, 2.569)  0.441
H (0.503, 1.956, 2.081)  0.494
H (-0.574, 0.666, 2.643)  0.345
H (-1.187, 1.307, 0.358)  0.565
H (0.465, 0.968, -0.225)  0.078
H (-1.378, -0.991, 1.034)  0.471
H (-0.679, -0.637, -1.780)  0.297
H (-1.352, -2.106, -1.056)  0.427
H (-2.691, 0.617, -1.285)  0.401
H (-3.544, -2.226, -2.015)  0.434
H (-4.410, -0.749, -2.416)  0.509
H (-2.834, -1.066, -3.140)  0.419
H (-4.796, 1.306, -1.285)  0.418
H (-7.153, 1.918, -1.140)  0.412
H (-8.642, 0.791, 0.467)  0.411
H (-7.749, -0.962, 1.960)  0.416
H (-5.366, -1.598, 1.815)  0.429
H (0.301, -2.610, 0.439)  0.594
H (1.314, -1.302, -0.215)  -0.050
H (2.037, -1.876, 2.088)  0.543
H (0.379, -1.673, 2.680)  0.396
H (4.636, -1.133, 0.854)  0.593
H (4.740, -2.819, -0.940)  0.464
H (3.532, -2.445, -3.059)  0.433
H (2.249, -0.364, -3.387)  0.522
H (2.157, 1.323, -1.602)  0.452

The calculation puts the total energy at -1194.094027 a.u. Its SMILES is CCO[C@H](CN1CC[NH+](C[C@@H](C)C(=O)c2ccccc2)CC1)c1ccccc1. The calculation puts the relative energy (zero: lowest compared OMol25 entry of this formula, charge and spin) at 30.5 kcal/mol. Its charge is +1.

***

DFT (the ωB97M-V functional and the def2-TZVPD basis) results for C34H25N2Pt as an isolated structure.

Each line ends with the Mulliken charge.
Cartesian coordinates (Å):
Pt (-0.169, -1.430, 0.883)  0.050
N (2.664, 0.850, 0.815)  -0.521
C (3.249, -0.380, 1.045)  0.646
C (4.276, -0.837, 0.213)  -0.584
C (4.950, -2.014, 0.494)  -0.587
C (4.623, -2.763, 1.616)  -0.717
C (3.594, -2.320, 2.438)  -0.426
C (2.887, -1.158, 2.165)  0.603
C (1.782, -0.717, 3.089)  0.766
C (2.116, -0.287, 4.373)  -0.328
C (1.139, 0.088, 5.282)  -0.613
C (-0.195, 0.025, 4.906)  -0.585
C (-0.540, -0.411, 3.634)  -0.516
C (0.433, -0.798, 2.698)  -0.957
H (2.719, 1.169, -0.142)  0.109
H (1.716, 0.932, 1.147)  0.294
H (4.548, -0.247, -0.656)  0.365
H (5.740, -2.345, -0.170)  0.355
H (5.151, -3.681, 1.839)  0.372
H (3.307, -2.895, 3.311)  0.406
H (3.165, -0.239, 4.645)  0.422
H (1.417, 0.434, 6.271)  0.358
H (-0.972, 0.313, 5.608)  0.346
H (-1.587, -0.463, 3.361)  0.407
C (-0.300, -0.154, -0.482)  -2.256
C (-0.110, 0.824, -1.257)  2.071
C (0.021, 1.847, -2.135)  -0.207
C (1.292, 1.989, -2.867)  0.309
C (2.152, 0.887, -3.003)  -0.540
C (3.374, 0.996, -3.645)  -0.468
C (3.790, 2.213, -4.179)  -0.516
C (2.958, 3.316, -4.045)  -0.642
C (1.733, 3.208, -3.401)  -0.225
C (-1.128, 2.757, -2.341)  0.127
C (-1.389, 3.369, -3.576)  -0.149
C (-2.511, 4.164, -3.770)  -0.657
C (-3.413, 4.377, -2.737)  -0.440
C (-3.175, 3.771, -1.508)  -0.531
C (-2.056, 2.978, -1.314)  -0.614
H (1.833, -0.063, -2.589)  0.406
H (4.010, 0.122, -3.734)  0.394
H (4.745, 2.299, -4.682)  0.368
H (3.270, 4.277, -4.437)  0.367
H (1.118, 4.092, -3.283)  0.551
H (-0.715, 3.194, -4.405)  0.521
H (-2.686, 4.612, -4.742)  0.361
H (-4.287, 5.000, -2.887)  0.359
H (-3.868, 3.925, -0.688)  0.366
H (-1.883, 2.504, -0.356)  0.434
N (-0.983, -3.346, 1.631)  -0.538
C (-2.105, -3.597, 1.627)  0.065
C (-3.514, -3.671, 1.314)  0.650
C (-4.346, -4.683, 1.774)  -0.431
C (-5.684, -4.682, 1.415)  -0.446
C (-6.189, -3.674, 0.604)  -0.368
C (-5.354, -2.662, 0.149)  -0.591
C (-4.014, -2.653, 0.502)  -0.424
H (-3.941, -5.462, 2.405)  0.434
H (-6.337, -5.470, 1.768)  0.364
H (-7.236, -3.678, 0.329)  0.365
H (-5.746, -1.876, -0.482)  0.405
H (-3.337, -1.875, 0.162)  0.459

The calculation puts the total energy at -1539.410000 a.u. The calculation puts the relative energy (zero: lowest compared OMol25 entry of this formula, charge and spin) at 8.5 kcal/mol. Its charge is -1.